Below is C43H40N5O6PReS3 as an isolated structure in a non-equilibrium geometry, with properties calculated with ωB97M-V/def2-TZVPD.

Properties
HOMO-LUMO gap (spin up / spin down) in eV: 7.918 / 6.536
⟨S²⟩: 3.778
LUMO energy (spin up / spin down) in eV: -5.1 / -6.8
HOMO energy (spin up / spin down) in eV: -13.031 / -13.297
Multiplicity: 4
Total charge: +2

```
99
C43H40N5O6PReS3 | the Open Molecules 2025 dataset | ωB97M-V/def2-TZVPD
Re 1.1335 -0.0005 0.1799
N 2.7833 -3.2312 0.5566
C 2.9316 -2.5644 -0.5910
N 2.2531 -1.4668 -0.9424
C 2.6077 -1.0441 -2.2375
C 3.5053 -1.8151 -2.8529
S 3.9762 -3.1263 -1.8324
C 1.9974 0.1976 -2.7027
C 2.2153 0.8064 -3.8690
S 1.4119 2.3277 -3.9071
C 0.8270 2.0750 -2.3041
N 1.1533 0.8867 -1.8005
N 0.1713 3.0492 -1.6801
H 2.2695 -2.8062 1.3120
H 3.4231 -3.9725 0.7921
H 3.9490 -1.6864 -3.8321
H 2.8225 0.4606 -4.6998
H -0.0807 3.8846 -2.1821
H -0.2490 2.9000 -0.7787
O 2.8191 -0.6419 3.8300
C 2.0491 -1.0862 3.0330
O 2.0770 -0.7073 1.7324
C 1.0888 -2.1827 3.3513
C 1.3360 -2.8798 4.5358
C 0.5193 -3.9265 4.9240
C -0.5625 -4.2761 4.1250
C -0.8202 -3.5835 2.9541
C -0.0015 -2.5291 2.5372
P -0.6260 -1.5829 1.0725
C -1.2854 -2.9202 0.0153
C -0.3992 -3.6183 -0.8020
C -0.8014 -4.7645 -1.4730
C -2.1100 -5.2153 -1.3587
C -3.0109 -4.5119 -0.5708
C -2.6019 -3.3773 0.1243
C -2.0853 -0.8073 1.8422
C -3.2511 -0.5660 1.1187
C -4.3643 -0.0074 1.7385
C -4.3080 0.3371 3.0778
C -3.1359 0.1237 3.8012
C -2.0328 -0.4472 3.1895
H 2.1769 -2.5644 5.1399
H 0.7216 -4.4681 5.8432
H -1.2285 -5.0823 4.4230
H -1.6837 -3.8705 2.3698
H 0.6117 -3.2604 -0.9223
H -0.0893 -5.3101 -2.0839
H -2.4266 -6.1156 -1.8802
H -4.0376 -4.8547 -0.4768
H -3.3107 -2.8740 0.7642
H -3.2972 -0.8249 0.0684
H -5.2710 0.1697 1.1662
H -5.1785 0.7656 3.5651
H -3.0867 0.3912 4.8520
H -1.1370 -0.6245 3.7737
C 3.5878 2.2420 2.1744
C 3.5691 2.2327 0.6793
O 2.8876 1.4479 -0.0117
C 4.4061 3.1920 -0.0671
C 5.2539 4.0817 0.5891
C 6.0147 4.9821 -0.1394
C 5.9351 4.9966 -1.5249
C 5.0877 4.1147 -2.1884
C 4.3292 3.2165 -1.4620
H 2.8716 1.5612 2.5932
H 3.3981 3.2515 2.5484
H 4.5781 1.9325 2.5233
H 5.3369 4.0733 1.6696
H 6.6697 5.6725 0.3744
H 6.5424 5.6944 -2.0919
H 5.0252 4.1330 -3.2698
H 3.6706 2.5176 -1.9642
C -0.6945 -1.9254 -4.1805
N -2.0236 -1.5719 -3.6778
C -3.2090 -2.0719 -4.3923
C -2.1666 -0.9230 -2.5194
O -1.2548 -0.6083 -1.7400
H -0.7325 -1.9677 -5.2680
H -0.3613 -2.8922 -3.8018
H 0.0183 -1.1645 -3.8745
H -2.9887 -2.1331 -5.4538
H -4.0453 -1.3925 -4.2545
H -3.4965 -3.0617 -4.0409
H -3.2092 -0.6373 -2.3173
O -5.2154 5.7687 0.4687
C -4.9390 4.5671 -0.0692
O -5.6818 4.0772 -0.8670
C -3.6668 3.8750 0.3568
C -2.9963 4.1423 1.5445
C -1.8405 3.4504 1.8729
C -1.3436 2.4774 1.0089
S 0.1812 1.7232 1.4925
C -2.0332 2.1849 -0.1681
C -3.1825 2.8891 -0.4893
H -4.5262 6.0676 1.0667
H -3.3804 4.8716 2.2552
H -1.3231 3.6583 2.8064
H -1.6689 1.3992 -0.8234
H -3.7417 2.6742 -1.3961
```

Atom charges from the Löwdin analysis, given in e for atoms 1 to 2: atom 1 (Re): 1.36, atom 2 (N): 0.17